{
  "formula": "C19H23NO4S",
  "method": "ωB97M-V/def2-TZVPD",
  "species": ["C", "C", "C", "C", "S", "C", "C", "O", "O", "C", "C", "O", "C", "C", "C", "C", "N", "C", "C", "C", "C", "C", "O", "C", "C", "H", "H", "H", "H", "H", "H", "H", "H", "H", "H", "H", "H", "H", "H", "H", "H", "H", "H", "H", "H", "H", "H", "H"],
  "positions_angstrom": [[4.824, 2.357, 1.674], [5.217, 1.362, 0.638], [6.432, 1.430, -0.082], [6.582, 0.416, -0.975], [5.249, -0.659, -0.978], [4.467, 0.271, 0.260], [3.157, -0.155, 0.730], [2.503, 0.386, 1.591], [2.773, -1.284, 0.103], [1.436, -1.676, 0.329], [0.474, -0.716, -0.389], [0.915, 0.208, -1.040], [-0.926, -1.024, -0.210], [-1.486, -2.131, 0.492], [-2.841, -2.029, 0.411], [-3.889, -2.936, 0.956], [-3.143, -0.901, -0.322], [-4.478, -0.441, -0.591], [-5.012, 0.490, 0.527], [-6.543, 0.562, 0.540], [-6.810, 1.667, -0.480], [-5.609, 2.594, -0.270], [-4.578, 1.822, 0.331], [-1.998, -0.280, -0.695], [-1.986, 0.982, -1.473], [5.471, 2.258, 2.546], [3.795, 2.197, 1.980], [4.937, 3.366, 1.283], [7.160, 2.209, 0.066], [7.407, 0.239, -1.637], [1.341, -2.686, -0.073], [1.214, -1.667, 1.402], [-0.947, -2.910, 0.993], [-3.410, -3.723, 1.531], [-4.580, -2.402, 1.608], [-4.465, -3.401, 0.155], [-5.132, -1.310, -0.684], [-4.479, 0.105, -1.536], [-4.598, 0.156, 1.485], [-6.885, 0.872, 1.528], [-7.015, -0.383, 0.284], [-6.812, 1.258, -1.491], [-7.754, 2.179, -0.311], [-5.853, 3.417, 0.411], [-5.240, 3.021, -1.209], [-0.960, 1.322, -1.572], [-2.574, 1.742, -0.962], [-2.399, 0.829, -2.471]],
  "charge": 0,
  "smiles": "Cc1ccsc1C(=O)OCC(=O)c1cc(C)n(C[C@@H]2CCCO2)c1C"
}


{
  "formula": "C19H24AlB2CaCl5F5N4NaO12P",
  "method": "ωB97M-V/def2-TZVPD",
  "species": ["C", "B", "O", "N", "C", "C", "C", "C", "C", "C", "C", "N", "C", "C", "C", "O", "F", "C", "N", "H", "H", "H", "H", "H", "H", "H", "H", "H", "H", "H", "H", "O", "C", "O", "C", "C", "C", "H", "H", "H", "H", "H", "H", "Cl", "N", "O", "O", "O", "Na", "C", "C", "O", "H", "H", "H", "H", "H", "H", "Ca", "O", "P", "O", "O", "O", "Al", "C", "Cl", "Cl", "Cl", "Cl", "B", "F", "F", "F", "F"],
  "positions_angstrom": [[0.408, 1.401, -2.747], [0.673, -0.143, -2.620], [1.357, -0.867, -3.657], [0.137, -0.776, -1.382], [0.920, -0.891, -0.286], [0.341, -1.508, 0.804], [1.124, -1.694, 2.061], [1.462, -0.573, 2.788], [2.154, -0.732, 3.984], [2.444, -2.034, 4.342], [2.079, -3.072, 3.502], [1.419, -2.960, 2.353], [-0.983, -1.925, 0.662], [-1.681, -2.559, 1.811], [-2.555, -1.489, 2.423], [-3.702, -1.413, 2.291], [-1.832, -0.579, 3.106], [-1.691, -1.731, -0.536], [-1.109, -1.130, -1.557], [0.483, 1.858, -1.762], [-0.645, 1.520, -3.051], [1.043, 1.900, -3.477], [2.302, -0.689, -3.625], [1.937, -0.503, -0.242], [1.181, 0.410, 2.437], [2.424, 0.109, 4.600], [2.951, -2.250, 5.267], [2.346, -4.078, 3.794], [-0.948, -2.887, 2.535], [-2.233, -3.442, 1.522], [-2.732, -2.006, -0.682], [-2.657, 1.586, -4.794], [-2.996, 0.449, -4.965], [-2.783, -0.175, -6.181], [-3.355, -1.526, -6.136], [-3.427, -1.868, -4.661], [-3.674, -0.508, -4.007], [-4.330, -1.499, -6.617], [-2.711, -2.208, -6.693], [-4.185, -2.608, -4.424], [-2.451, -2.272, -4.317], [-4.737, -0.265, -3.949], [-3.225, -0.445, -3.020], [1.677, -2.793, -1.882], [-5.121, -2.348, -1.293], [-5.945, -1.728, -0.635], [-5.062, -2.184, -2.551], [-4.292, -3.112, -0.749], [3.227, 0.529, -1.305], [4.190, 5.024, 2.109], [3.452, 4.317, 0.990], [3.603, 2.899, 1.112], [5.247, 4.762, 2.076], [4.108, 6.122, 1.996], [3.813, 4.750, 3.097], [3.877, 4.604, 0.030], [2.386, 4.570, 0.989], [3.220, 2.636, 1.957], [-0.288, -0.645, -5.305], [-2.910, -5.087, 2.752], [-2.736, -6.225, 1.750], [-1.869, -5.727, 0.594], [-4.069, -6.705, 1.194], [-2.104, -7.424, 2.444], [4.284, 8.072, 1.665], [-2.230, 1.850, 5.586], [-2.382, 2.537, 7.201], [-0.572, 1.245, 5.365], [-3.372, 0.533, 5.382], [-2.551, 3.108, 4.380], [6.805, 6.494, -0.794], [8.171, 6.332, -0.777], [6.203, 5.688, 0.209], [6.435, 7.833, -0.450], [6.260, 6.146, -2.029]],
  "charge": 1
}


The energy relative to the best compared isomer or geometry (same formula, charge and spin) results, record by record, are as follows: 81.6 0.0 kJ/mol.
The LUMO results, record by record, are as follows: 0.7 -7.0 eV.